Record 1
# C4H13NOS

A 2-piece molecular cluster, C4H13NOS overall in a non-equilibrium geometry (wB97M-V/def2-TZVPD, the OMol25 dataset).

Each atom is followed by the atoms it is bonded to, with distances in Å.
Element x y z (Å)
1 H 0.42 -0.60 0.85  C20 1.112
2 H -1.32 -4.89 -1.10  O12 0.973
3 N -1.00 0.27 -0.49  H8 1.012, H10 1.017, C20 1.440
4 C 0.79 1.65 0.58  C5 1.532, H13 1.089, H19 1.104, C20 1.554
5 C -0.14 2.53 1.42  C4 1.532, H7 1.097, S14 1.819, H18 1.126
6 H -1.82 2.39 -0.26  S14 1.339
7 H 0.49 3.41 1.62  C5 1.097
8 H -1.34 -0.55 -0.98  N3 1.012
9 H 1.33 0.31 -1.82  C17 1.084
10 H -1.64 0.37 0.30  N3 1.017
11 H -0.55 -6.28 -1.03  O12 0.952
12 O -1.34 -5.84 -1.32  H2 0.973, H11 0.952
13 H 1.68 1.43 1.17  C4 1.089
14 S -1.85 2.95 0.96  C5 1.819, H6 1.339
15 H 1.40 -1.32 -0.95  C17 1.112
16 H 2.37 -0.12 -0.30  C17 1.094
17 C 1.45 -0.21 -0.88  H9 1.084, H15 1.112, H16 1.094, C20 1.595
18 H -0.14 2.04 2.43  C5 1.126
19 H 0.91 2.22 -0.36  C4 1.104
20 C 0.30 0.24 0.13  H1 1.112, N3 1.440, C4 1.554, C17 1.595

Calculated values
**Highest occupied orbital energy**: -8.897 eV
**Relative energy (zero: lowest compared OMol25 entry of this formula, charge and spin)**: 124.7 kJ/mol
**Electronic energy**: -688.3412 Ha
**Structure (SMILES)**: C[C@H](N)CCS.O

=====

Record 2
# C5H16NO2

A 3-piece molecular cluster, C5H16NO2 overall in a non-equilibrium geometry (wB97M-V/def2-TZVPD, the OMol25 dataset).

Each atom is followed by the atoms it is bonded to, with distances in Å.
Element x y z (Å)
1 C 0.36 0.87 -0.60  H6 1.171, C8 1.443, H11 1.122, H12 1.077
2 C 0.05 -1.12 2.35  C9 1.478, C14 1.518, H16 1.192, H22 1.231
3 N -1.21 -0.70 0.41  H5 1.081, H7 1.039, C8 1.565, C9 1.506
4 H -0.98 1.35 1.14  C8 1.202
5 H -1.05 -0.97 -0.63  N3 1.081
6 H -0.36 1.37 -1.37  C1 1.171
7 H -2.14 -0.29 0.61  N3 1.039
8 C -0.26 0.52 0.66  C1 1.443, N3 1.565, H4 1.202, C14 1.585
9 C -0.72 -1.81 1.30  C2 1.478, N3 1.506, H10 1.138, H15 1.096
10 H -1.67 -2.28 1.72  C9 1.138
11 H 1.16 1.61 -0.32  C1 1.122
12 H 0.86 0.22 -1.31  C1 1.077
13 H -0.19 -0.60 -2.42  O21 0.990
14 C 0.73 0.14 1.83  C2 1.518, C8 1.585, H17 1.151, H24 1.052
15 H -0.09 -2.42 0.64  C9 1.096
16 H -0.69 -0.79 3.22  C2 1.192
17 H 1.76 0.03 1.35  C14 1.151
18 H 0.84 3.70 -2.78  O19 0.896
19 O 0.93 2.83 -2.99  H18 0.896, H20 0.924
20 H 1.55 2.71 -3.65  O19 0.924
21 O -0.29 -1.42 -1.87  H13 0.990, H23 0.912
22 H 0.91 -1.89 2.79  C2 1.231
23 H -0.40 -2.04 -2.53  O21 0.912
24 H 0.89 0.98 2.44  C14 1.052

Calculated values
**Highest occupied orbital energy**: -14.686 eV
**Relative energy (zero: lowest compared OMol25 entry of this formula, charge and spin)**: 206.0 kJ/mol
**Electronic energy**: -405.0417 Ha
**Net charge**: +1

=====

Record 3
# C4H28O11

A 11-piece molecular cluster, C4H28O11 overall in a non-equilibrium geometry (wB97M-V/def2-TZVPD, the OMol25 dataset).

Each atom is followed by the atoms it is bonded to, with distances in Å.
Element x y z (Å)
1 H 0.79 0.56 1.86  C6 1.057
2 O 2.92 -3.47 -0.75  H9 0.945, H36 1.055
3 H -1.06 -0.75 -2.42  O22 0.998
4 O -2.10 1.37 1.98  H16 0.949, H23 0.813
5 H -0.79 -0.87 0.18  C40 1.071
6 C 0.79 -0.46 1.60  H1 1.057, C39 1.303, C40 1.474
7 O 1.02 2.77 -2.95  H41 1.028, H43 0.898
8 H -2.23 1.57 -3.29  O21 1.002
9 H 2.22 -4.09 -0.84  O2 0.945
10 H -1.37 -4.45 2.03  O35 1.003
11 O -3.68 -1.48 -0.33  H12 0.976, H14 1.003
12 H -2.86 -2.00 -0.33  O11 0.976
13 H 2.38 1.39 -0.09  O38 0.922
14 H -3.36 -0.81 -1.00  O11 1.003
15 H 1.86 3.56 -0.32  O26 1.112
16 H -2.18 1.26 2.92  O4 0.949
17 H 0.37 0.52 -1.37  O37 1.108
18 H -1.13 1.94 0.09  O24 0.956
19 H 3.08 1.89 -1.36  O38 0.902
20 C 1.58 -0.83 3.77  H25 1.105, H29 1.102, H33 1.014, C39 1.496
21 O -2.30 0.79 -3.93  H8 1.002, H34 0.928
22 O -1.44 -1.60 -2.05  H3 0.998, H32 0.926
23 H -2.47 0.79 1.55  O4 0.813
24 O -1.48 2.05 -0.79  H18 0.956, H28 1.007
25 H 1.07 -1.23 4.67  C20 1.105
26 O 0.91 3.90 -0.78  H15 1.112, H27 0.998
27 H 0.58 4.60 -0.14  O26 0.998
28 H -0.71 2.62 -1.12  O24 1.007
29 H 1.78 0.24 3.94  C20 1.102
30 H -0.13 -3.61 2.39  O35 0.980
31 H 1.00 -2.43 2.22  C39 1.092
32 H -1.68 -2.10 -2.78  O22 0.926
33 H 2.53 -1.15 3.91  C20 1.014
34 H -3.19 0.65 -3.71  O21 0.928
35 O -1.08 -3.50 2.17  H10 1.003, H30 0.980
36 H 2.64 -2.56 -1.19  O2 1.055
37 O 0.95 0.18 -0.49  H17 1.108, C40 1.357
38 O 2.89 2.05 -0.49  H13 0.922, H19 0.902
39 C 1.01 -1.38 2.50  C6 1.303, C20 1.496, H31 1.092
40 C 0.27 -0.74 0.25  H5 1.071, C6 1.474, O37 1.357, H42 1.141
41 H 0.51 3.63 -3.18  O7 1.028
42 H 0.56 -1.79 -0.09  C40 1.141
43 H 1.54 2.96 -2.24  O7 0.898

Calculated values
**Highest occupied orbital energy**: -9.245 eV
**Relative energy (zero: lowest compared OMol25 entry of this formula, charge and spin)**: 516.8 kJ/mol
**Electronic energy**: -996.6656 Ha
**Structure (SMILES)**: C/C=C/CO.O.O.O.O.O.O.O.O.O.O

=====

Record 4
# C11H8FNO2

One molecule with the formula C11H8FNO2 in a non-equilibrium geometry (wB97M-V/def2-TZVPD, the OMol25 dataset).

Each atom is followed by the atoms it is bonded to, with distances in Å.
Element x y z (Å)
1 H 1.31 -1.59 -1.79  C17 1.052
2 H -0.06 0.11 1.95  C15 1.150
3 H 1.94 1.76 1.72  C20 1.067
4 O -2.97 -2.46 0.74  C18 1.304
5 C -3.69 0.17 -0.11  H6 1.053, C8 1.426, C9 1.336
6 H -4.53 -0.44 0.04  C5 1.053
7 H 3.27 1.82 -0.43  C21 1.141
8 C -3.39 1.47 -0.60  C5 1.426, H12 1.069, N19 1.259
9 C -2.50 -0.24 0.37  C5 1.336, C18 1.515, O23 1.362
10 C 2.32 0.06 -1.14  H16 1.066, C17 1.372, C21 1.411
11 H -1.53 -1.46 1.80  C18 1.148
12 H -4.21 2.14 -0.76  C8 1.069
13 C -0.67 -1.76 0.10  C14 1.462, C18 1.479, F22 1.278
14 C 0.50 -0.88 0.09  C13 1.462, C15 1.371, C17 1.386
15 C 0.72 0.02 1.11  H2 1.150, C14 1.371, C20 1.449
16 H 2.83 0.22 -2.06  C10 1.066
17 C 1.36 -0.91 -0.99  H1 1.052, C10 1.372, C14 1.386
18 C -1.98 -1.61 0.76  O4 1.304, C9 1.515, H11 1.148, C13 1.479
19 N -2.17 1.77 -0.46  C8 1.259, O23 1.354
20 C 1.72 1.05 0.95  H3 1.067, C15 1.449, C21 1.345
21 C 2.54 1.00 -0.11  H7 1.141, C10 1.411, C20 1.345
22 F -0.45 -2.84 -0.55  C13 1.278
23 O -1.55 0.69 0.07  C9 1.362, N19 1.354

Calculated values
**Highest occupied orbital energy (spin up / spin down)**: -8.328 / -8.318 eV
**Relative energy (zero: lowest compared OMol25 entry of this formula, charge and spin)**: 399.5 kJ/mol
**Electronic energy**: -728.8527 Ha

=====

Record 5
# C19H22N2OS

One molecule with the formula C19H22N2OS (wB97M-V/def2-TZVPD, the OMol25 dataset).

Each atom is followed by the atoms it is bonded to, with distances in Å.
Element x y z (Å)
1 H -3.96 -0.30 -1.95  C10 1.078
2 H 5.73 -0.33 1.57  C7 1.083
3 C 0.01 2.36 -0.13  H30 1.092, C31 1.525, H32 1.093, C41 1.534
4 H 0.35 0.35 -0.82  C41 1.093
5 C 4.01 -0.98 -1.26  H6 1.080, C19 1.391, C27 1.384
6 H 3.36 -0.52 -1.98  C5 1.080
7 C 5.33 -0.87 0.71  H2 1.083, N12 1.321, C19 1.390
8 O -0.16 0.06 2.29  C17 1.213
9 C -6.47 -0.84 -1.98  H22 1.086, S25 1.816, H40 1.086, H42 1.086
10 C -3.67 -0.27 -0.91  H1 1.078, C11 1.381, C20 1.390
11 C -2.35 -0.02 -0.60  C10 1.381, C14 1.394, H23 1.079
12 N 5.69 -2.14 0.62  C7 1.321, C34 1.321
13 C 1.86 0.86 0.61  H15 1.093, H18 1.104, N33 1.452, C41 1.528
14 C -1.92 0.02 0.73  C11 1.394, C17 1.482, C44 1.400
15 H 2.16 -0.18 0.78  C13 1.093
16 H -2.53 -0.20 2.76  C44 1.080
17 C -0.52 0.29 1.15  O8 1.213, C14 1.482, C41 1.518
18 H 1.93 1.39 1.58  C13 1.104
19 C 4.50 -0.23 -0.20  C5 1.391, C7 1.390, C38 1.502
20 C -4.60 -0.50 0.10  C10 1.390, C24 1.396, S25 1.758
21 H -4.90 -0.65 2.22  C24 1.079
22 H -5.85 -1.61 -2.41  C9 1.086
23 H -1.66 0.14 -1.41  C11 1.079
24 C -4.18 -0.47 1.43  C20 1.396, H21 1.079, C44 1.374
25 S -6.30 -0.84 -0.17  C9 1.816, C20 1.758
26 H 4.38 1.58 0.96  C38 1.105
27 C 4.38 -2.31 -1.36  C5 1.384, C34 1.387, H39 1.079
28 H 4.74 1.80 -0.77  C38 1.096
29 H 5.54 -3.88 -0.43  C34 1.082
30 H -1.01 2.42 -0.52  C3 1.092
31 C 1.00 2.99 -1.11  C3 1.525, H35 1.091, H37 1.091, C43 1.526
32 H 0.03 2.90 0.82  C3 1.093
33 N 2.74 1.44 -0.39  C13 1.452, C38 1.452, C43 1.450
34 C 5.22 -2.84 -0.40  N12 1.321, C27 1.387, H29 1.082
35 H 0.93 2.48 -2.07  C31 1.091
36 H 2.52 3.42 0.36  C43 1.106
37 H 0.77 4.04 -1.25  C31 1.091
38 C 4.13 1.22 -0.06  C19 1.502, H26 1.105, H28 1.096, N33 1.452
39 H 4.02 -2.93 -2.17  C27 1.079
40 H -6.22 0.14 -2.38  C9 1.086
41 C 0.41 0.90 0.12  C3 1.534, H4 1.093, C13 1.528, C17 1.518
42 H -7.52 -1.05 -2.17  C9 1.086
43 C 2.42 2.85 -0.58  C31 1.526, N33 1.450, H36 1.106, H45 1.094
44 C -2.86 -0.22 1.74  C14 1.400, H16 1.080, C24 1.374
45 H 3.13 3.26 -1.31  C43 1.094

Calculated values
**Highest occupied orbital energy**: -8.373 eV
**Relative energy (zero: lowest compared OMol25 entry of this formula, charge and spin)**: 71.4 kJ/mol
**Electronic energy**: -1320.1547 Ha
**Structure (SMILES)**: CSc1ccc(C(=O)[C@H]2CCCN(Cc3cccnc3)C2)cc1